No. 1
Below is a molecular structure, C32H53N4RuSSi4Te, with properties calculated with wB97M-V/def2-TZVPD.

Summary:
- ΔE to the lowest compared entry with this formula, charge and spin: 0.0 kJ/mol
- Frontier orbital gap (alpha / beta): 6.37 / 6.56 eV
- Expectation value of S²: 8.786
- E_LUMO (alpha / beta): -5.13 / -7.36 eV

```
! wB97M-V def2-TZVPD RIJCOSX def2/J DEFGRID3
* xyz 2 6
Ru 0.573 -0.423 0.734
N -0.523 3.740 -0.442
C -1.796 3.928 -0.921
C -2.284 5.225 -1.146
C -3.551 5.392 -1.643
C -4.373 4.285 -1.929
C -3.910 3.014 -1.716
C -2.610 2.827 -1.206
S -2.055 1.238 -0.941
N -0.588 1.347 -0.285
C 0.089 2.547 -0.160
C 1.421 2.505 0.290
C 2.245 3.647 0.454
C 3.557 3.495 0.798
C 4.083 2.205 0.975
C 3.229 1.138 0.849
N 1.926 1.259 0.543
H 0.023 4.579 -0.299
H -1.662 6.081 -0.928
H -3.923 6.390 -1.820
H -5.368 4.441 -2.314
H -4.531 2.157 -1.928
H 1.859 4.645 0.311
H 4.184 4.365 0.925
H 5.121 2.037 1.217
H 3.593 0.130 1.000
C -3.619 -0.077 1.957
Si -2.189 0.582 2.971
C -2.648 0.403 4.773
C -1.887 2.407 2.651
C -0.625 -0.442 2.570
C -0.820 -1.892 2.376
C -1.669 -2.813 2.995
C -1.571 -4.136 2.626
C -0.661 -4.530 1.639
C 0.112 -3.573 1.028
N 0.016 -2.287 1.400
Si 0.884 -0.185 3.734
C 2.366 -1.187 3.124
C 0.489 -0.951 5.392
C 1.269 1.630 3.928
H -4.526 0.443 2.265
H -3.793 -1.139 2.118
H -3.507 0.067 0.887
H -3.620 0.873 4.923
H -1.947 0.921 5.424
H -2.729 -0.624 5.121
H -2.718 2.848 2.103
H -0.974 2.589 2.097
H -1.803 2.945 3.590
H -2.356 -2.491 3.764
H -2.191 -4.878 3.107
H -0.557 -5.566 1.356
H 0.825 -3.815 0.247
H 2.269 -2.200 3.515
H 3.263 -0.744 3.561
H 2.577 -1.312 2.055
H 0.116 -1.969 5.280
H -0.233 -0.384 5.968
H 1.408 -1.006 5.974
H 1.222 2.195 2.997
H 2.269 1.753 4.341
H 0.576 2.092 4.629
C 4.278 1.068 -4.717
Si 3.521 -0.482 -4.018
C 4.820 -1.632 -3.342
C 2.458 -1.348 -5.283
C 2.438 0.067 -2.559
Te 1.369 -1.499 -1.601
C -0.359 -1.462 -2.826
Si -1.557 -2.910 -2.588
C -2.774 -2.827 -3.989
C -0.620 -4.528 -2.605
C -2.423 -2.647 -0.933
H 4.940 0.832 -5.547
H 4.870 1.594 -3.969
H 3.520 1.754 -5.090
H 5.420 -2.037 -4.155
H 4.391 -2.484 -2.811
H 5.499 -1.118 -2.664
H 3.067 -1.589 -6.152
H 1.632 -0.731 -5.631
H 2.056 -2.293 -4.916
H 1.683 0.810 -2.825
H 3.071 0.509 -1.789
H 0.031 -1.415 -3.841
H -0.861 -0.516 -2.612
H -2.269 -2.918 -4.948
H -3.329 -1.890 -3.991
H -3.497 -3.636 -3.923
H -0.642 -4.968 -3.600
H -1.080 -5.243 -1.925
H 0.431 -4.438 -2.326
H -3.417 -2.229 -1.075
H -1.878 -1.956 -0.277
H -2.538 -3.575 -0.375
*
```

No. 2
Below is a molecular structure, C30H24Cl3HfIN12O2Se, with properties calculated with wB97M-V/def2-TZVPD.

Summary:
- Frontier orbital gap: 2.64 eV
- E_LUMO: -13.16 eV

```
! wB97M-V def2-TZVPD RIJCOSX def2/J DEFGRID3
* xyz 4 1
Hf 1.482 0.764 -1.800
C -0.395 2.810 3.268
N 0.158 2.084 2.159
C 0.125 2.353 0.858
N 0.693 1.334 0.178
C 1.046 0.458 1.180
N 0.731 0.903 2.356
C -1.620 2.110 3.851
C -2.498 2.841 4.647
C -3.573 2.219 5.264
C -3.804 0.866 5.082
C -2.940 0.138 4.266
C -1.846 0.760 3.661
C -3.130 -1.271 4.037
N -3.846 -2.129 4.708
N -3.694 -3.304 4.170
C -2.889 -3.193 3.149
O -2.492 -1.903 3.017
C -2.453 -4.218 2.236
C -2.633 -5.565 2.552
C -2.209 -6.531 1.658
C -1.623 -6.166 0.457
C -1.452 -4.819 0.136
C -0.874 -4.494 -1.236
N -0.553 -3.105 -1.421
C 0.612 -2.477 -1.306
N 0.442 -1.162 -1.576
C -0.906 -1.080 -1.842
N -1.495 -2.232 -1.747
C -1.860 -3.845 1.025
H -0.651 3.823 2.951
H 0.370 2.859 4.053
H -0.305 3.240 0.430
H 1.519 -0.498 1.025
H -2.325 3.894 4.803
H -4.228 2.798 5.895
H -4.636 0.372 5.556
H -1.167 0.146 3.087
H -3.101 -5.834 3.484
H -2.330 -7.577 1.891
H -1.308 -6.926 -0.241
H -1.637 -4.748 -1.981
H 0.018 -5.100 -1.414
H 1.544 -2.953 -1.058
H -1.423 -0.170 -2.104
H -1.760 -2.790 0.807
N 0.425 0.759 -6.162
C 1.133 0.343 -5.144
O 0.951 0.760 -3.965
C 2.187 -0.700 -5.432
I 3.432 -0.977 -3.682
H -0.313 1.450 -6.058
H 0.579 0.428 -7.109
H 2.845 -0.432 -6.267
H 1.728 -1.663 -5.663
Cl -1.066 5.824 -3.303
C -1.818 4.352 -2.595
Cl -2.314 4.640 -0.879
Cl -3.199 3.748 -3.574
C -0.853 3.318 -2.466
N -0.078 2.481 -2.275
Se 4.453 -0.450 0.285
N 3.269 0.566 -0.765
C 3.942 1.713 -1.081
C 3.447 2.721 -1.919
C 4.242 3.836 -2.142
C 5.517 3.953 -1.563
C 6.041 2.964 -0.768
C 5.259 1.819 -0.520
N 5.630 0.762 0.194
H 2.453 2.605 -2.423
H 3.894 4.629 -2.785
H 6.105 4.833 -1.772
H 7.029 3.037 -0.343
*
```

No. 3
Below is a molecular structure, C2H3O4P, with properties calculated with wB97M-V/def2-TZVPD.

Summary:
- ΔE to the lowest compared entry with this formula, charge and spin: 42.9 kJ/mol
- Frontier orbital gap: 10.96 eV
- E_LUMO: 0.07 eV

```
! wB97M-V def2-TZVPD RIJCOSX def2/J DEFGRID3
* xyz 0 1
C -2.016 -0.982 -0.297
C 1.470 -0.185 0.099
O -1.122 -0.463 -0.814
O -0.459 1.199 1.438
O 0.025 2.050 -0.985
O -2.873 -1.499 0.246
P 0.166 1.060 0.084
H 1.345 -0.710 1.106
H 1.159 -0.901 -0.712
H 2.305 0.430 -0.165
*
```

No. 4
Below is a molecular structure, C9H18ClIMoN2OP, with properties calculated with wB97M-V/def2-TZVPD.

Summary:
- Frontier orbital gap (alpha / beta): 5.05 / 5.15 eV
- Expectation value of S²: 2.038
- E_LUMO (alpha / beta): -14.15 / -14.01 eV

```
! wB97M-V def2-TZVPD RIJCOSX def2/J DEFGRID3
* xyz 3 3
C 3.400 2.544 1.767
I 1.620 2.453 0.444
H 3.894 1.575 1.730
H 3.002 2.770 2.756
H 4.023 3.357 1.384
Mo 0.193 0.001 0.131
P 0.251 0.329 -2.154
C -0.370 1.870 -2.908
C 2.034 0.316 -2.513
H -0.154 -1.943 -2.850
H -0.182 -0.796 -4.239
H -1.570 -0.886 -3.108
C -0.482 -0.960 -3.197
H 2.456 -0.662 -2.259
H 2.173 0.523 -3.581
H -0.080 1.924 -3.965
H 0.031 2.737 -2.373
H 2.531 1.092 -1.919
H -1.463 1.880 -2.829
C -1.374 1.269 0.091
O -2.128 2.174 0.072
Cl 0.907 -2.213 -0.420
C -2.492 -2.193 0.940
C -1.688 -1.626 2.042
N -0.662 -0.788 1.953
C -0.167 -0.566 3.259
C -0.935 -1.290 4.125
N -1.890 -1.946 3.347
H -2.467 -3.292 0.989
H -3.539 -1.864 1.012
H -2.089 -1.886 -0.035
H 0.689 0.068 3.418
H -0.865 -1.390 5.195
H -2.609 -2.580 3.693
*
```

No. 5
Below is a molecular structure, C23H30N3P2STl, with properties calculated with wB97M-V/def2-TZVPD.

Summary:
- Frontier orbital gap: 6.86 eV
- E_LUMO: -0.19 eV

```
! wB97M-V def2-TZVPD RIJCOSX def2/J DEFGRID3
* xyz 0 1
Tl -0.789 0.330 0.114
C -3.662 -1.114 1.645
C -2.902 -1.101 2.805
C -2.559 0.102 3.400
C -3.005 1.294 2.855
C -3.803 1.283 1.723
C -4.117 0.082 1.110
H -3.917 -2.046 1.164
H -2.604 -2.034 3.261
H -1.953 0.111 4.295
H -2.753 2.233 3.323
H -4.196 2.210 1.333
H -4.742 0.072 0.231
C 3.706 0.628 2.247
P 1.889 0.486 1.913
C 1.254 1.481 3.333
C 1.529 -1.190 2.634
C 1.883 -2.326 1.686
P 0.776 -2.264 0.182
C 1.712 -3.434 -0.889
C -0.558 -3.424 0.693
H 3.994 1.666 2.086
H 4.258 0.014 1.537
H 3.962 0.336 3.264
H 1.600 1.080 4.284
H 0.166 1.463 3.297
H 1.591 2.512 3.235
H 0.450 -1.202 2.821
H 2.054 -1.289 3.590
H 1.777 -3.293 2.187
H 2.918 -2.231 1.347
H 1.875 -4.378 -0.370
H 2.668 -2.996 -1.167
H 1.130 -3.610 -1.791
H -0.147 -4.348 1.100
H -1.147 -3.639 -0.197
H -1.206 -2.944 1.423
C 3.346 0.061 -2.427
C 3.112 0.699 -3.632
C 1.941 1.417 -3.784
C 1.028 1.474 -2.727
N 1.248 0.829 -1.579
C 2.371 0.152 -1.446
C -0.231 2.234 -2.832
C -0.496 3.122 -3.876
C -1.740 3.724 -3.941
C -2.671 3.472 -2.944
C -2.299 2.624 -1.913
N -1.126 2.020 -1.870
H 4.253 -0.497 -2.255
H 3.830 0.648 -4.437
H 1.738 1.914 -4.719
H 2.513 -0.343 -0.497
H 0.250 3.356 -4.619
H -1.974 4.388 -4.758
H -3.646 3.930 -2.957
H -2.970 2.411 -1.092
S -2.351 -2.970 -3.480
C -1.827 -1.958 -2.376
N -1.431 -1.228 -1.545
*
```

No. 6
Below is 7 unconnected molecules or ions with the total composition C5H24O9, with properties calculated with wB97M-V/def2-TZVPD.

Summary:
- ΔE to the lowest compared entry with this formula, charge and spin: 269.0 kJ/mol
- Frontier orbital gap: 8.82 eV
- E_LUMO: -0.41 eV

```
! wB97M-V def2-TZVPD RIJCOSX def2/J DEFGRID3
* xyz 0 1
O -0.266 2.467 -1.659
C 0.986 2.292 -0.970
C 1.168 3.302 0.127
O 1.268 4.582 -0.443
H -0.994 2.518 -1.035
H 0.983 1.309 -0.499
H 1.916 2.208 -1.533
H 2.032 3.128 0.768
H 0.250 3.348 0.713
H 2.087 4.698 -0.932
O 4.479 -1.864 -0.785
C 3.218 -1.318 -1.042
C 2.098 -2.330 -0.948
O 2.025 -3.250 -2.007
H 4.755 -2.476 -1.472
H 3.035 -0.515 -0.328
H 3.199 -0.862 -2.032
H 1.134 -1.821 -0.929
H 2.164 -2.948 -0.053
H 1.969 -2.832 -2.869
C -3.666 0.976 -0.701
O -2.402 1.555 -0.471
H -3.641 0.962 -1.790
H -3.792 -0.059 -0.385
H -4.591 1.480 -0.422
H -1.815 0.813 -0.310
O -4.371 -0.846 2.291
H -3.755 -1.565 2.153
H -3.842 -0.147 2.675
O 1.400 -0.852 1.757
H 1.152 -1.357 2.531
H 2.062 -0.237 2.074
O -2.353 -2.427 1.883
H -2.365 -2.795 2.766
H -2.351 -3.190 1.305
O -1.129 -0.396 0.569
H -1.763 -0.917 1.062
H -0.281 -0.634 0.943
*
```

No. 7
Below is a single C6H7NO2 molecule, with properties calculated with wB97M-V/def2-TZVPD.

Summary:
- ΔE to the lowest compared entry with this formula, charge and spin: 11.9 kJ/mol
- Frontier orbital gap (alpha / beta): 7.50 / 6.77 eV
- Expectation value of S²: 2.021
- E_LUMO (alpha / beta): 0.71 / -2.55 eV

```
! wB97M-V def2-TZVPD RIJCOSX def2/J DEFGRID3
* xyz 0 3
C 2.234 0.573 -0.096
C 2.249 -0.787 -0.029
C 0.044 -0.773 0.096
C 0.994 1.256 -0.050
C -1.101 -1.753 0.211
C -1.508 1.150 -0.051
N -0.202 0.524 0.054
O 2.785 -1.874 0.030
O 0.892 2.431 -0.235
H 3.122 1.161 -0.110
H -0.764 -2.813 -0.241
H -1.921 -1.342 -0.317
H -1.493 -1.920 1.161
H -2.258 0.543 0.232
H -1.642 1.479 -1.138
H -1.431 2.144 0.483
*
```

No. 8
Below is a molecular structure, C45H42IrN2O2S3, with properties calculated with wB97M-V/def2-TZVPD.

Summary:
- ΔE to the lowest compared entry with this formula, charge and spin: 108.0 kJ/mol
- Frontier orbital gap (alpha / beta): 5.13 / 6.40 eV
- Expectation value of S²: 6.084
- E_LUMO (alpha / beta): 2.39 / 1.64 eV

```
! wB97M-V def2-TZVPD RIJCOSX def2/J DEFGRID3
* xyz -1 5
Ir -0.063 0.089 0.944
C -4.517 -3.641 4.729
C -3.206 -3.009 4.346
C -2.628 -2.034 5.151
C -1.455 -1.397 4.768
C -0.847 -1.753 3.578
C -1.403 -2.730 2.763
C -2.572 -3.356 3.156
S 0.550 -0.773 3.045
O 0.788 0.221 4.107
C 1.915 -1.924 3.091
C 1.752 -3.098 3.861
C 2.781 -3.934 4.172
C 4.108 -3.508 3.908
C 5.226 -4.204 4.420
C 6.489 -3.690 4.306
C 6.673 -2.435 3.702
C 5.604 -1.771 3.159
C 4.299 -2.315 3.181
C 3.182 -1.604 2.534
C 3.604 -0.792 1.408
C 4.587 -1.463 0.536
C 4.538 -2.859 0.349
C 5.471 -3.517 -0.418
C 6.497 -2.800 -1.043
C 6.538 -1.432 -0.922
C 5.579 -0.736 -0.163
C 5.550 0.692 -0.109
C 4.432 1.291 0.378
C 3.384 0.574 1.005
S 1.875 1.443 1.022
O 1.846 2.584 1.959
C 1.849 2.169 -0.622
C 2.099 1.405 -1.753
C 1.890 1.959 -3.002
C 1.446 3.270 -3.143
C 1.165 3.850 -4.502
C 1.244 4.031 -1.997
C 1.439 3.487 -0.734
H -4.603 -3.751 5.811
H -4.629 -4.625 4.273
H -5.352 -3.025 4.389
H -3.107 -1.759 6.083
H -1.006 -0.617 5.368
H -0.924 -2.994 1.827
H -3.016 -4.104 2.509
H 0.760 -3.360 4.192
H 2.604 -4.856 4.710
H 5.057 -5.144 4.933
H 7.337 -4.228 4.712
H 7.657 -1.986 3.669
H 5.755 -0.799 2.710
H 3.751 -3.421 0.836
H 5.407 -4.592 -0.539
H 7.241 -3.319 -1.634
H 7.309 -0.859 -1.426
H 6.341 1.268 -0.573
H 4.299 2.362 0.264
H 2.443 0.384 -1.651
H 2.053 1.354 -3.886
H 1.429 3.146 -5.290
H 1.722 4.775 -4.664
H 0.102 4.078 -4.600
H 0.915 5.061 -2.091
H 1.273 4.061 0.168
C -1.955 3.217 -0.416
N -1.873 2.075 -1.304
C -1.965 2.076 -2.627
S -1.490 0.777 -3.588
N -2.482 3.216 -3.212
C -3.691 3.832 -2.667
H -1.332 2.997 0.451
H -2.973 3.404 -0.072
H -1.563 4.108 -0.907
H -1.545 1.215 -0.868
H -2.526 3.067 -4.209
H -3.464 4.653 -1.987
H -4.306 3.101 -2.135
H -4.275 4.233 -3.493
C 0.750 -1.386 -0.301
H 1.822 -1.493 -0.142
H 0.556 -1.112 -1.340
H 0.280 -2.354 -0.122
C -1.846 -0.383 0.961
C -3.172 -0.752 0.985
C -4.145 -0.024 1.736
C -5.448 -0.458 1.809
C -5.863 -1.618 1.149
C -4.931 -2.335 0.395
C -3.622 -1.924 0.302
H -3.822 0.862 2.266
H -6.163 0.109 2.394
H -6.890 -1.951 1.215
H -5.245 -3.228 -0.134
H -2.908 -2.473 -0.301
*
```

No. 9
Below is a single C5H3NO molecule, with properties calculated with wB97M-V/def2-TZVPD.

Summary:
- ΔE to the lowest compared entry with this formula, charge and spin: 7.5 kJ/mol
- Frontier orbital gap: 10.40 eV
- E_LUMO: 0.77 eV

```
! wB97M-V def2-TZVPD RIJCOSX def2/J DEFGRID3
* xyz 0 1
N 3.194 0.283 0.193
C 2.041 0.218 0.111
C 0.617 0.136 0.031
C -0.224 -1.005 0.302
C -1.489 -0.587 0.043
O -1.493 0.736 -0.262
C -0.225 1.142 -0.371
H 0.084 -1.989 0.641
H -2.454 -1.085 0.044
H -0.051 2.150 -0.732
*
```

Number 1: F_max 0.011 Eh/bohr, calculated total energy -3388.80741 Eh. Number 2: F_max 0.063 Eh/bohr, calculated total energy -6091.49144 Eh. Number 3: F_max 0.066 Eh/bohr, calculated total energy -720.38440 Eh. Number 4: F_max 0.159 Eh/bohr, calculated total energy -1704.81691 Eh. Number 5: F_max 0.031 Eh/bohr, calculated total energy -2312.09632 Eh. Number 6: F_max 0.052 Eh/bohr, calculated total energy -881.96581 Eh. Number 7: F_max 0.115 Eh/bohr, calculated total energy -437.86959 Eh. Number 8: F_max 0.012 Eh/bohr, calculated total energy -3298.71736 Eh. Number 9: F_max 0.022 Eh/bohr, calculated total energy -322.28895 Eh.